The following is a quantum chemistry calculation of the molecule C21H41Cl3N4O2P2 in a non-equilibrium geometry, from the OMol25 dataset.

The geometry in XYZ format:
```
73
Properties=species:S:1:pos:R:3:forces:R:3
C 2.856419 -4.496561 -2.272747 -1.525 -0.031 0.689
C 2.140867 -3.506482 -2.147531 -0.462 -0.191 -0.174
C 1.120243 -2.289795 -2.137498 2.257 -0.186 -2.035
N 0.595244 -1.952550 -0.817490 0.551 -0.410 0.851
P 1.603151 -2.762899 0.340875 1.424 -1.001 1.142
N 0.785312 -4.114487 1.170481 0.564 2.058 -0.229
O 1.909599 -1.784227 1.741497 -1.117 -1.112 -1.029
C -0.326907 -0.847655 -0.596964 -2.450 -0.275 0.164
C -1.227584 -1.388217 0.637380 -0.238 1.143 1.247
C -2.066522 -2.706934 0.551629 -0.149 -1.436 0.842
C -1.921534 -3.812451 -0.546168 -1.010 -0.470 -0.968
Cl -3.907375 -2.330951 0.638840 0.913 -0.186 0.003
C -1.342427 -0.761247 -1.830605 -0.807 -0.278 -1.550
C -2.786355 -0.139427 -1.577453 -1.116 -0.040 -0.526
C -0.888661 -0.173226 -3.239539 0.102 -0.234 -1.667
C -1.565971 -1.033849 -4.429951 -0.998 0.767 0.884
C 0.406614 0.603299 -0.219302 -1.582 0.334 2.596
C 0.128052 1.024187 1.325816 -0.589 0.382 0.405
C 0.646991 2.423047 1.830938 0.225 0.100 2.109
C 0.443261 2.424848 3.441347 0.067 1.582 -0.316
C -1.062216 2.390479 3.917816 0.270 -0.654 -0.346
C -2.011253 3.493044 3.304651 -0.914 -0.630 0.633
N -1.779775 4.861327 3.873981 -0.050 -0.708 -0.960
O 1.768293 0.268935 -0.402958 0.145 0.030 -0.374
C 2.844080 1.121854 -0.129437 0.975 2.054 -1.534
P 3.919915 0.801822 1.378510 -1.288 -0.710 2.138
N 3.195996 0.794023 2.787740 0.566 -0.105 -0.412
C -0.167684 1.873594 -0.965503 0.662 2.016 -3.221
Cl -1.704734 2.760700 -0.473885 1.432 -1.461 0.189
C 0.395987 2.497729 -2.080811 -0.279 -1.416 0.960
C 1.650155 1.975835 -2.837046 0.763 0.963 -0.354
Cl -0.317662 4.001410 -2.835450 0.968 -1.659 0.751
H 3.208894 -5.549719 -2.103269 -0.148 1.943 -0.567
H 1.721971 -1.418104 -2.576219 -0.745 -0.996 0.531
H 0.362603 -2.556894 -2.941651 0.539 0.307 1.349
H 0.449509 -4.811356 0.511539 -0.138 0.151 0.358
H 0.110005 -3.788931 1.860501 -0.219 -0.540 -0.260
H 2.279437 -2.417806 2.390526 -0.263 0.368 -0.404
H -1.996781 -0.614920 0.971209 1.218 -0.845 -0.665
H -0.586873 -1.497109 1.578725 -0.523 0.128 -1.490
H -1.960847 -3.266200 1.545519 0.011 1.087 -1.344
H -2.261184 -4.812296 -0.118302 0.396 1.317 -0.450
H -0.918079 -3.972505 -1.020243 -0.848 0.497 0.729
H -2.653402 -3.582686 -1.391811 1.004 -0.312 1.026
H -1.562129 -1.841750 -2.139490 0.482 1.314 0.965
H -2.972705 0.354815 -0.592368 0.364 -0.598 -0.832
H -3.064476 0.637150 -2.368223 0.683 -0.906 1.044
H -3.585932 -0.942449 -1.708750 1.129 0.984 0.378
H -1.247436 0.885880 -3.447679 0.542 -1.229 0.697
H 0.211362 -0.185417 -3.462402 -0.978 -0.004 0.588
H -1.260454 -0.663950 -5.452829 -0.071 -0.622 1.177
H -2.689062 -0.834399 -4.357794 1.338 -0.412 -0.161
H -1.434208 -2.147146 -4.284864 0.114 1.193 -0.392
H -0.991831 1.109276 1.534638 1.427 -0.348 -0.707
H 0.498509 0.258791 2.064404 0.007 0.646 -1.115
H 0.088452 3.338491 1.486432 0.438 -1.196 -0.161
H 1.742429 2.648862 1.736227 -1.119 -0.524 -0.216
H 1.078339 1.648637 3.954007 -0.760 0.639 -0.770
H 0.870139 3.435796 3.768883 -0.494 -1.270 -0.249
H -1.070479 2.464745 5.051677 -0.146 0.013 -1.360
H -1.480449 1.361608 3.644529 0.320 1.272 0.429
H -2.012868 3.535170 2.176555 0.210 -0.379 1.138
H -3.076021 3.202620 3.603904 1.349 0.214 -0.449
H -2.714911 5.253883 4.025060 0.768 0.248 -0.231
H -1.291073 5.379666 3.129219 -0.522 0.119 0.817
H 2.503931 2.213080 -0.186392 0.596 -1.324 0.522
H 3.577476 1.047955 -1.013721 -0.861 -0.116 1.087
H 4.897555 1.866254 1.396542 -0.361 -0.621 -0.946
H 4.546190 -0.478933 1.202478 0.151 0.847 -0.737
H 3.295111 -0.108703 3.258843 -0.201 0.461 -0.277
H 1.615215 2.230838 -3.945233 -0.236 -0.235 1.454
H 1.877031 0.879598 -2.758685 -0.611 1.099 0.245
H 2.563522 2.522984 -2.422658 -1.152 -0.606 -0.661
```
Forces are in eV/Å.

Summary:
spin multiplicity = 1
LUMO = 0.01751 hartree
total energy = -3257.2530 Eh
E_HOMO = -8.02 eV
charge = 0
Kohn-Sham gap = 8.495 eV



The following is a quantum chemistry calculation of a cluster of 2 separate species, C21H41ClN2O4PS2 in total in a non-equilibrium geometry, from the OMol25 dataset.

The geometry in XYZ format:
```
72
Properties=species:S:1:pos:R:3:forces:R:3
C 6.053404 -1.836991 -2.993716 0.493 -0.401 -0.285
C 5.048628 -2.062376 -2.386991 -0.386 -0.151 -0.005
C 3.814712 -2.372790 -1.667399 0.567 0.368 -1.162
S 4.087467 -3.915094 -0.745888 -0.237 -0.057 0.799
O 2.775053 -2.371801 -2.632389 -0.352 -0.275 0.501
C 1.710880 -3.311370 -2.454795 -0.197 0.557 -0.415
C 0.538245 -2.812189 -3.297579 0.441 -0.184 -0.136
C -0.640301 -3.817786 -3.383317 0.124 -0.126 0.188
S -0.414212 -5.459898 -2.637689 -0.100 0.007 -0.233
C -0.852708 -5.273024 -0.876880 0.291 -0.704 0.001
C 0.214252 -5.949581 0.002217 0.103 0.075 -0.036
O 0.137513 -1.509620 -2.918555 -0.019 -0.407 0.142
C -0.563388 -1.434272 -1.687292 -0.686 1.409 0.230
N 0.095143 -0.498780 -0.785632 0.011 -0.539 0.196
C -2.000622 -0.962633 -1.980169 -0.066 -0.861 -0.476
C -3.053585 -1.559537 -1.055588 -0.197 0.594 0.509
C -2.890872 -1.238948 0.435747 -0.401 -0.749 -0.052
P 3.468029 -0.955362 -0.438851 -0.488 -0.216 0.584
O 4.976814 -0.595281 0.057150 -0.201 0.295 -0.070
Cl 3.181003 0.518116 -1.836016 0.117 0.007 0.004
H 6.958580 -1.908592 -3.552503 -0.044 0.390 0.062
H 4.177025 -4.777494 -1.766579 0.111 0.238 -0.243
H 2.055167 -4.259698 -2.853425 -0.200 -0.331 0.243
H 1.381884 -3.406475 -1.420566 0.284 -0.109 0.200
H 0.944500 -2.712848 -4.303505 -0.068 0.289 -0.094
H -1.562118 -3.404987 -2.987425 -0.018 0.168 0.070
H -0.839015 -4.023169 -4.431504 -0.047 -0.092 -0.082
H -1.779531 -5.822902 -0.747121 -0.291 0.290 0.049
H -1.004958 -4.235498 -0.605227 -0.041 0.116 -0.110
H -0.136917 -6.902252 0.389402 -0.089 -0.051 0.059
H 0.507728 -5.330964 0.846949 -0.033 0.068 0.080
H 1.110095 -6.160872 -0.576360 0.132 0.080 -0.008
H -0.617134 -2.390256 -1.168274 0.184 -0.301 -0.294
H -0.483276 0.312497 -0.616683 0.061 0.159 -0.083
H 0.192338 -0.944792 0.117246 0.333 0.168 0.103
H -2.051391 0.125168 -2.013466 0.085 0.135 0.130
H -2.238350 -1.302538 -2.988565 -0.031 0.122 -0.133
H -3.114327 -2.642809 -1.170683 0.227 -0.105 -0.158
H -4.030716 -1.182194 -1.360087 -0.084 -0.052 -0.126
H -3.285368 -0.267627 0.715170 0.294 0.275 -0.113
H -3.486969 -1.959999 0.997294 -0.029 -0.012 0.126
H -1.867497 -1.361974 0.775583 0.092 0.206 0.104
H 5.381830 0.015987 -0.576110 0.351 -0.238 0.015
C 0.649914 4.698422 3.603142 -0.249 0.024 0.136
C 0.512253 3.659519 2.454254 0.789 0.900 1.050
C 0.582203 4.337053 1.078627 -0.334 -0.068 -0.434
C -0.699772 5.035176 0.636354 0.027 -0.018 0.072
C -1.891960 4.093573 0.774108 0.349 0.038 -0.301
C -2.027174 3.532134 2.188069 -1.035 0.753 0.729
N -0.752034 2.874370 2.624255 0.305 -0.442 -2.115
O -0.628421 1.726853 2.038444 -0.252 -0.236 0.578
C -2.436754 4.673478 3.136405 0.238 0.129 0.138
C -3.183103 2.537712 2.244968 0.108 -0.420 -0.085
C 1.728578 2.745697 2.569791 -0.075 -0.468 -0.136
H -0.229643 4.744389 4.239145 -0.012 -0.016 -0.071
H 1.468969 4.435047 4.271216 0.097 -0.035 -0.115
H 0.842193 5.703923 3.225953 -0.028 -0.004 -0.025
H 0.830155 3.580382 0.327056 -0.041 -0.093 0.086
H 1.409954 5.047977 1.079322 0.068 -0.051 0.107
H -0.858076 5.951171 1.212037 -0.035 -0.029 0.036
H -0.599676 5.346500 -0.405225 0.018 0.020 0.008
H -2.812345 4.616411 0.506337 -0.075 -0.042 0.102
H -1.783579 3.270681 0.059755 0.042 -0.075 0.097
H -2.495243 4.320336 4.167097 0.013 -0.023 -0.002
H -3.423089 5.043203 2.857000 -0.032 -0.102 -0.079
H -1.766829 5.529692 3.107886 0.011 -0.037 0.003
H -3.078121 1.729274 1.525736 0.165 0.000 0.032
H -4.115409 3.052537 2.015259 0.033 0.137 0.018
H -3.279880 2.099237 3.239424 0.062 -0.003 0.003
H 1.702066 2.166166 3.493425 -0.026 0.022 0.014
H 2.629058 3.359924 2.576371 -0.040 0.110 0.037
H 1.808763 2.052642 1.733840 -0.086 -0.025 0.038
```
Forces are in eV/Å.

Summary:
spin multiplicity = 2
LUMO (spin up / spin down) = 0.02274 / 0.00660 hartree
total energy = -2833.0077 Eh
energy relative to the best compared isomer or geometry (same formula, charge and spin) = 9.8 kcal per mole
E_HOMO (spin up / spin down) = -8.52 / -8.52 eV
charge = 0
Kohn-Sham gap (spin up / spin down) = 9.142 / 8.703 eV



The following is a quantum chemistry calculation of a cluster of 4 separate species, C21H41O11 in total, from the OMol25 dataset.

The geometry in XYZ format:
```
73
Properties=species:S:1:pos:R:3:forces:R:3
C 1.596333 0.663323 -1.925079 -0.047 0.163 -0.076
C 1.070054 2.043640 -1.516162 -0.263 -0.534 0.019
C -0.443630 2.006055 -1.200471 0.504 0.421 -0.053
C -1.240202 2.687830 -2.304940 -0.150 -0.044 -0.118
C -2.784510 2.577980 -2.251521 0.287 0.055 0.085
C -3.413684 1.641856 -1.213401 -0.328 -0.142 -0.328
C -3.577751 0.183975 -1.690066 -0.199 -0.059 0.388
C -2.565531 -0.832222 -1.158587 -0.176 0.173 -0.254
C -1.462153 -1.277401 -2.154193 -0.386 0.367 -0.030
O -1.485729 -0.772020 -3.296708 0.091 0.137 -0.209
O -0.656964 -2.096444 -1.684817 0.651 -0.561 0.222
H 2.518212 0.741937 -2.504036 0.120 -0.021 0.031
H 1.799981 0.084783 -1.025420 -0.008 -0.193 -0.028
H 0.865343 0.112537 -2.517025 -0.026 -0.034 -0.065
H 1.630250 2.338039 -0.627950 0.038 0.354 -0.036
H 1.234656 2.764088 -2.318881 0.171 0.166 0.064
H -0.613841 2.545281 -0.265507 -0.182 -0.167 0.163
H -0.736541 0.968756 -1.081317 -0.144 -0.038 0.098
H -0.969442 3.747969 -2.281378 0.043 0.068 -0.054
H -0.884204 2.317689 -3.267738 -0.006 -0.193 0.006
H -3.195618 3.581570 -2.116823 -0.012 0.062 0.090
H -3.130865 2.242582 -3.228942 -0.074 0.036 -0.073
H -4.417019 2.027471 -1.014052 -0.024 0.061 0.066
H -2.891598 1.669782 -0.255828 0.133 0.064 0.043
H -4.576206 -0.149424 -1.391619 -0.055 0.040 0.038
H -3.558256 0.164903 -2.777875 0.109 -0.084 -0.102
H -2.059898 -0.442500 -0.274029 0.024 -0.065 0.145
H -3.079842 -1.738875 -0.839706 0.028 -0.114 0.044
C -9.703044 1.430968 1.332803 0.063 -0.104 0.085
C -8.916275 2.701158 1.572891 -0.177 0.079 -0.158
O -7.969899 2.551790 2.641490 -0.005 -0.024 0.051
C -6.851449 1.899472 2.309879 0.139 0.068 0.087
O -6.573730 1.475414 1.221860 -0.107 -0.046 -0.138
O -6.080331 1.811881 3.392788 -0.019 0.002 0.026
C -4.845045 1.117222 3.165196 0.128 -0.027 0.056
H -10.185532 1.103137 2.254683 -0.040 0.036 -0.010
H -10.472030 1.605271 0.579790 -0.007 0.020 -0.006
H -9.053560 0.631037 0.981441 0.023 0.031 -0.038
H -9.573675 3.505834 1.897931 0.040 0.007 0.072
H -8.397097 3.024127 0.671136 0.056 -0.060 0.008
H -4.303920 1.551980 2.328309 -0.032 -0.017 -0.046
H -5.035193 0.064104 2.967622 -0.002 0.008 -0.063
H -4.269780 1.225446 4.079622 -0.053 0.023 0.029
C 4.737637 -1.427887 4.031873 -0.029 0.149 0.028
C 4.399920 -1.636037 2.571140 0.126 -0.239 0.069
O 3.722199 -0.500445 2.012498 -0.046 0.107 0.039
C 4.491864 0.533274 1.690622 -0.093 -0.191 -0.231
O 5.686655 0.608152 1.836922 0.070 0.056 0.077
O 3.716817 1.465844 1.139923 0.000 0.113 0.079
C 4.404153 2.651024 0.739918 -0.002 0.095 -0.130
H 3.839472 -1.174407 4.596733 -0.015 -0.053 0.006
H 5.164233 -2.341025 4.447997 -0.008 -0.025 -0.015
H 5.459810 -0.621948 4.156031 0.027 -0.019 -0.035
H 3.698480 -2.458304 2.450127 -0.043 0.041 -0.054
H 5.286659 -1.858084 1.978680 0.000 0.044 -0.004
H 5.264419 2.406317 0.120966 0.048 -0.022 0.046
H 4.725702 3.219861 1.611777 0.053 -0.041 0.015
H 3.694760 3.232949 0.159157 -0.085 -0.058 0.038
C 3.163106 -3.238248 -1.547002 0.066 0.161 0.044
C 3.821618 -4.588994 -1.676056 -0.353 -0.049 0.061
O 5.224845 -4.476382 -2.009610 0.103 -0.085 0.029
C 6.026854 -4.170113 -1.002993 -0.046 0.254 -0.173
O 5.721340 -4.033839 0.154442 0.007 -0.083 0.114
O 7.264970 -4.005803 -1.490058 0.025 -0.078 0.015
C 8.224861 -3.597422 -0.516909 0.105 0.014 0.005
H 3.304344 -2.652356 -2.455105 -0.064 -0.029 -0.036
H 2.090210 -3.346007 -1.381020 -0.031 0.033 -0.051
H 3.583295 -2.676861 -0.712305 -0.019 -0.029 0.032
H 3.387720 -5.154284 -2.497869 0.105 -0.001 -0.058
H 3.721387 -5.177262 -0.764390 0.067 0.031 0.033
H 8.232569 -4.278115 0.331832 -0.033 0.010 0.027
H 8.011175 -2.586619 -0.171817 -0.034 -0.015 0.047
H 9.188146 -3.618983 -1.018872 -0.026 -0.003 -0.048
```
Forces are in eV/Å.

Summary:
spin multiplicity = 1
LUMO = 0.09017 hartree
total energy = -1652.5051 Eh
E_HOMO = -4.27 eV
charge = -1
Kohn-Sham gap = 6.721 eV